Record 1
Entry from OMol25: a 6-piece molecular cluster, C40H41Cl3N3O15P2 overall at a distorted geometry (the ωB97M-V functional and the def2-TZVPD basis).

ORCA input file:
```
! wB97M-V def2-TZVPD RIJCOSX def2/J DEFGRID3
* xyz 1 1
N -0.042 -3.124 0.024
C -0.195 -1.803 -0.480
O -0.135 -0.835 0.221
C -0.360 -1.710 -1.978
C -1.809 -1.764 -2.499
C -2.762 -0.584 -2.276
C -3.065 -0.285 -0.797
C -3.346 -1.512 0.076
C -4.458 -1.240 1.113
Cl -5.757 -2.460 1.017
C -4.101 -1.054 -2.950
N -5.069 -0.032 -3.329
P -6.637 0.012 -2.698
O -6.285 0.137 -1.100
Cl -7.134 -1.987 -2.766
C -4.584 1.210 -3.882
C -3.421 1.730 -3.064
N -2.305 0.700 -2.992
Cl -0.999 1.549 -2.126
P -1.648 0.471 -4.668
O -2.438 -0.476 -5.442
O -0.148 0.079 -4.445
O -1.604 1.925 -5.269
H -0.921 -3.493 0.376
H 0.576 -3.050 0.828
H 0.208 -0.851 -2.321
H 0.141 -2.586 -2.387
H -1.761 -2.000 -3.561
H -2.280 -2.641 -2.054
H -3.957 0.335 -0.768
H -2.257 0.282 -0.335
H -3.667 -2.378 -0.500
H -2.473 -1.814 0.650
H -4.871 -0.242 1.017
H -4.060 -1.308 2.121
H -3.850 -1.658 -3.822
H -4.594 -1.738 -2.264
H -6.980 -0.276 -0.564
H -4.370 1.149 -4.953
H -5.376 1.957 -3.790
H -3.002 2.665 -3.420
H -3.769 1.920 -2.052
H 0.072 -0.641 -5.062
H -2.420 2.060 -5.780
C 2.084 1.315 1.175
C 1.004 1.954 0.740
C 0.976 3.427 0.606
O -0.017 3.992 0.191
C 2.201 4.176 0.981
C 3.286 3.542 1.420
C 3.310 2.062 1.549
O 4.295 1.469 1.935
H 2.125 0.238 1.270
H 0.102 1.424 0.462
H 2.159 5.253 0.873
H 4.193 4.063 1.697
C -3.845 -1.586 7.261
C -3.396 -1.018 6.147
C -4.254 -0.897 4.950
O -3.843 -0.369 3.930
C -5.632 -1.435 5.026
C -6.086 -2.006 6.138
C -5.227 -2.125 7.348
O -5.641 -2.641 8.360
H -3.239 -1.678 8.152
H -2.395 -0.614 6.063
H -6.239 -1.335 4.134
H -7.088 -2.407 6.221
C 6.445 0.543 -0.130
C 7.745 0.803 -0.024
C 8.730 0.193 -0.954
O 9.915 0.427 -0.857
C 8.208 -0.714 -2.008
C 6.908 -0.973 -2.120
C 5.929 -0.362 -1.189
O 4.737 -0.588 -1.289
H 5.701 0.965 0.536
H 8.147 1.459 0.737
H 8.943 -1.148 -2.672
H 6.515 -1.632 -2.881
C -3.005 4.753 8.816
C -3.382 3.518 9.137
C -3.620 2.491 8.093
O -3.964 1.364 8.381
C -3.420 2.892 6.676
C -3.042 4.125 6.355
C -2.804 5.155 7.400
O -2.458 6.276 7.105
H -2.826 5.519 9.560
H -3.534 3.202 10.161
H -3.598 2.126 5.930
H -2.891 4.441 5.331
C 9.540 -3.944 -5.644
C 10.139 -3.857 -6.829
C 9.806 -2.767 -7.782
O 10.346 -2.686 -8.862
C 8.780 -1.776 -7.359
C 8.183 -1.865 -6.174
C 8.517 -2.956 -5.225
O 7.974 -3.035 -4.142
H 9.766 -4.729 -4.933
H 10.888 -4.566 -7.157
H 8.555 -0.990 -8.068
H 7.434 -1.156 -5.845
*
```

Values from the calculation:
DFT total energy: -4904.70619 hartree
orbital gap: 7.35 eV
HOMO: -11.4 eV

Record 2
Entry from OMol25: C40H41CrN4O5PS2Te as an isolated structure at a distorted geometry (the ωB97M-V functional and the def2-TZVPD basis).

ORCA input file:
```
! wB97M-V def2-TZVPD RIJCOSX def2/J DEFGRID3
* xyz 0 5
Cr 0.764 0.173 1.338
C 1.002 -0.324 6.878
S -0.492 0.146 5.950
C 0.038 -0.106 4.291
S -0.643 0.976 3.097
N 0.866 -1.055 4.026
N 1.289 -1.123 2.753
C 2.139 -2.080 2.383
C 2.455 -2.142 1.021
C 3.102 -3.247 0.418
C 3.058 -3.403 -0.936
C 2.388 -2.437 -1.716
C 1.899 -1.318 -1.090
N 1.973 -1.113 0.231
H 0.694 -0.789 7.812
H 1.588 0.571 7.080
H 1.559 -1.025 6.265
H 2.459 -2.831 3.094
H 3.568 -3.983 1.059
H 3.511 -4.263 -1.411
H 2.262 -2.564 -2.780
H 1.435 -0.523 -1.668
C -5.629 -0.582 -1.552
C -4.199 -0.690 -1.082
C -3.547 -1.916 -1.033
C -2.256 -2.054 -0.535
C -1.524 -3.347 -0.584
O -0.531 -3.599 0.066
C -2.057 -4.382 -1.536
C -2.333 -4.066 -2.865
C -2.838 -5.031 -3.723
C -3.078 -6.316 -3.257
C -2.764 -6.648 -1.947
C -2.241 -5.687 -1.094
C -1.603 -0.899 0.012
O -0.536 -1.008 0.692
C -2.187 0.388 -0.234
C -3.500 0.445 -0.714
C -1.416 1.600 -0.075
N -0.128 1.630 0.130
C 0.525 2.940 -0.052
C 1.955 2.805 -0.582
Te 2.299 3.762 -2.486
C 1.720 2.034 -3.593
C 2.681 1.211 -4.165
C 2.292 0.091 -4.886
C 0.946 -0.212 -5.033
C -0.015 0.595 -4.439
C 0.372 1.719 -3.723
C -2.161 2.890 -0.210
C -2.469 3.460 -1.440
C -3.138 4.674 -1.493
C -3.505 5.317 -0.320
C -3.223 4.737 0.908
C -2.551 3.525 0.965
H -6.004 -1.546 -1.891
H -5.723 0.136 -2.369
H -6.272 -0.235 -0.740
H -4.080 -2.796 -1.370
H -2.139 -3.062 -3.220
H -3.049 -4.778 -4.754
H -3.510 -7.055 -3.920
H -2.920 -7.658 -1.590
H -1.982 -5.939 -0.073
H -3.986 1.407 -0.815
H 0.506 3.484 0.899
H -0.046 3.546 -0.754
H 2.187 1.755 -0.757
H 2.689 3.230 0.091
H 3.731 1.447 -4.054
H 3.040 -0.551 -5.333
H 0.645 -1.076 -5.611
H -1.067 0.357 -4.542
H -0.378 2.353 -3.265
H -2.191 2.947 -2.354
H -3.376 5.118 -2.451
H -4.020 6.268 -0.366
H -3.521 5.227 1.826
H -2.336 3.052 1.916
C 4.096 1.275 4.509
O 2.947 0.824 3.788
P 2.563 1.480 2.369
O 2.440 3.052 2.742
C 1.502 3.542 3.709
O 4.022 1.697 1.706
C 4.622 0.771 0.797
H 4.945 0.630 4.285
H 3.859 1.201 5.569
H 4.350 2.304 4.254
H 1.854 4.532 3.998
H 1.459 2.892 4.584
H 0.503 3.618 3.286
H 5.278 0.086 1.337
H 5.212 1.352 0.091
H 3.874 0.188 0.260
*
```

Values from the calculation:
DFT total energy: -4594.35607 hartree
orbital gap (alpha / beta): 5.32 / 7.18 eV
HOMO (alpha / beta): -5.3 / -7.4 eV
⟨S²⟩: 6.055
relative energy (zero: lowest compared OMol25 entry of this formula, charge and spin): 86.7 kJ/mol

Record 3
Entry from OMol25: C40H41N5PPdSSe2 as an isolated structure at a distorted geometry (the ωB97M-V functional and the def2-TZVPD basis).

ORCA input file:
```
! wB97M-V def2-TZVPD RIJCOSX def2/J DEFGRID3
* xyz 3 5
Pd 0.110 0.020 0.132
C -1.444 -5.494 4.562
C -2.519 -4.794 3.711
C -3.232 -5.827 2.837
C -3.548 -4.122 4.642
C -1.851 -3.710 2.875
C -1.072 -2.720 3.485
C -0.494 -1.742 2.723
N -0.625 -1.676 1.384
C -1.359 -2.618 0.770
C -1.979 -3.623 1.494
C -1.473 -2.509 -0.707
C -2.047 -3.483 -1.485
C -2.103 -3.357 -2.875
C -1.545 -2.202 -3.413
C -0.978 -1.261 -2.579
N -0.942 -1.399 -1.250
C -2.750 -4.452 -3.711
C -2.664 -4.136 -5.204
C -2.033 -5.782 -3.424
C -4.229 -4.571 -3.298
H -1.907 -6.301 5.136
H -0.973 -4.814 5.278
H -0.663 -5.933 3.934
H -3.672 -6.592 3.480
H -2.542 -6.335 2.154
H -4.049 -5.387 2.256
H -4.007 -4.878 5.284
H -4.345 -3.638 4.068
H -3.084 -3.373 5.291
H -0.919 -2.706 4.558
H 0.101 -0.974 3.202
H -2.581 -4.351 0.972
H -2.452 -4.370 -1.020
H -1.540 -2.024 -4.482
H -0.544 -0.363 -2.991
H -1.628 -4.054 -5.550
H -3.198 -3.216 -5.465
H -3.130 -4.950 -5.761
H -0.964 -5.712 -3.644
H -2.456 -6.564 -4.057
H -2.152 -6.103 -2.385
H -4.758 -3.624 -3.435
H -4.341 -4.882 -2.254
H -4.720 -5.324 -3.919
Se 2.231 0.205 1.709
P 1.014 1.643 2.905
Se -0.848 1.832 1.710
C 0.652 0.972 4.491
C -0.598 1.219 5.068
C -0.851 0.744 6.345
C 0.128 0.025 7.027
C 1.368 -0.227 6.442
C 1.639 0.238 5.164
C 1.902 3.156 2.890
C 1.277 4.348 2.504
C 1.987 5.532 2.598
C 3.303 5.522 3.053
C 3.925 4.331 3.425
C 3.233 3.136 3.343
H -1.357 1.797 4.554
H -1.809 0.940 6.813
H -0.077 -0.342 8.027
H 2.123 -0.784 6.984
H 2.605 0.036 4.715
H 0.249 4.362 2.163
H 1.513 6.467 2.323
H 3.851 6.454 3.121
H 4.948 4.337 3.784
H 3.721 2.213 3.641
N 2.755 0.997 -3.071
C 3.583 -0.043 -2.639
C 4.827 -0.494 -3.079
C 5.350 -1.574 -2.411
C 4.660 -2.195 -1.351
C 3.428 -1.741 -0.931
C 2.901 -0.635 -1.592
N 1.693 0.052 -1.405
C 1.656 1.006 -2.298
C 0.505 1.901 -2.394
C 0.224 2.870 -3.292
S -1.306 3.533 -2.959
C -1.496 2.485 -1.647
N -0.480 1.683 -1.454
H 2.956 1.634 -3.824
H 5.354 -0.030 -3.905
H 6.314 -1.966 -2.714
H 5.104 -3.058 -0.870
H 2.877 -2.248 -0.146
H 0.817 3.219 -4.130
H -2.397 2.484 -1.045
*
```

Values from the calculation:
DFT total energy: -7492.06308 hartree
orbital gap (alpha / beta): 7.82 / 4.53 eV
HOMO (alpha / beta): -16.0 / -15.9 eV
⟨S²⟩: 6.020
relative energy (zero: lowest compared OMol25 entry of this formula, charge and spin): 26.4 kJ/mol